A gas-phase ion, C19H20N5O3S (charge -1) in a non-equilibrium geometry, computed with ωB97M-V/def2-TZVPD.

Its charge is -1. The orbital gap is 7.2 eV. The calculation puts the total energy at -44457.86477 eV. The SMILES is CN(C)c1ccc([C@@H](c2c([O-])n(C)c(=S)n(C)c2=O)n2cnc(C=O)c2)cc1.

Cartesian coordinates (Å):
C -3.33 -8.02 1.94
N -4.09 -6.90 2.45
C -5.29 -7.26 3.18
C -3.85 -5.59 2.06
C -3.80 -5.25 0.69
C -3.57 -3.94 0.31
C -3.28 -2.96 1.26
C -2.91 -1.56 0.76
C -4.01 -0.71 0.27
C -5.38 -1.13 0.20
O -5.94 -1.87 1.02
N -6.07 -0.68 -0.95
C -7.31 -1.37 -1.28
C -5.94 0.64 -1.38
S -7.12 1.37 -2.33
N -4.77 1.24 -0.94
C -4.43 2.53 -1.52
C -3.66 0.46 -0.49
O -2.51 0.82 -0.75
N -2.13 -0.86 1.71
C -2.29 0.43 2.21
N -1.19 0.81 2.87
C -0.28 -0.23 2.76
C 1.10 -0.09 3.29
O 1.68 0.96 3.51
C -0.87 -1.27 2.08
C -3.28 -3.29 2.62
C -3.62 -4.58 3.03
H -2.43 -7.66 1.42
H -3.02 -8.66 2.78
H -3.93 -8.64 1.25
H -5.88 -6.36 3.38
H -5.89 -7.97 2.60
H -5.01 -7.74 4.13
H -3.99 -6.01 -0.06
H -3.60 -3.64 -0.74
H -2.26 -1.73 -0.13
H -7.21 -2.41 -0.97
H -8.16 -0.90 -0.77
H -7.47 -1.29 -2.36
H -5.37 3.01 -1.81
H -3.91 3.13 -0.77
H -3.79 2.41 -2.41
H -3.20 1.00 2.08
H 1.55 -1.10 3.45
H -0.43 -2.21 1.77
H -3.04 -2.54 3.38
H -3.65 -4.84 4.09

A molecular structure, C19H20N5OSSbSe4Sn, computed with ωB97M-V/def2-TZVPD.

Its charge is 0. The orbital gap is 5.7 eV. The calculation puts the total energy at -314117.64605 eV. The relative energy (zero: lowest compared OMol25 entry of this formula, charge and spin) comes out at 0.437 eV.

Cartesian coordinates (Å):
Sn -0.10 0.06 0.08
C 0.48 0.38 4.57
C -0.31 -0.67 5.02
C -0.93 -1.51 4.12
C -0.75 -1.29 2.76
N 0.01 -0.27 2.34
C 0.60 0.55 3.20
C -1.36 -2.12 1.68
C -2.12 -3.24 1.98
C -2.69 -3.99 0.96
C -2.51 -3.62 -0.36
C -1.74 -2.50 -0.66
C -1.18 -1.74 0.35
H 0.96 1.06 5.25
H -0.44 -0.83 6.08
H -1.56 -2.31 4.47
H 1.16 1.37 2.78
H -2.27 -3.56 3.00
H -3.28 -4.86 1.21
H -2.96 -4.20 -1.15
H -1.61 -2.22 -1.70
N -3.10 2.17 -4.40
C -2.42 1.23 -5.07
O -2.64 0.90 -6.22
C -1.33 0.50 -4.30
C -0.47 -0.30 -5.04
C 0.51 -1.04 -4.39
C 0.57 -0.97 -3.01
N -0.26 -0.20 -2.30
C -1.18 0.52 -2.93
H -3.76 2.71 -4.94
H -2.76 2.63 -3.56
H -0.60 -0.33 -6.12
H 1.19 -1.68 -4.94
H 1.29 -1.56 -2.45
H -1.82 1.12 -2.29
Se -1.64 4.77 -2.81
Sb -2.78 4.45 -0.71
Se -0.73 2.35 0.05
Se -4.67 3.02 -0.66
Se -2.07 5.76 1.14
C 2.50 2.66 -3.31
N 2.57 1.49 -2.44
C 2.45 1.54 -1.12
N 2.32 2.70 -0.51
S 2.43 0.05 -0.19
H 2.42 2.32 -4.33
H 3.40 3.27 -3.21
H 1.62 3.25 -3.08
H 2.74 0.58 -2.84
H 2.13 3.55 -1.02
H 2.03 2.71 0.45